a.
H3NOS | wB97M-V/def2-TZVPD

Calculated values
* orbital gap (spin up / spin down): 7.795 / 7.771 eV
* charge: 0
* structure (SMILES): O=S.N
* E_HOMO (spin up / spin down): -9.33 / -9.32 eV

Last column: natural (NBO) charge in e.
Geometry (Å):
1 O -3.08238 -0.97166 0.13036  -0.688
2 S -3.08159 0.47688 0.10044  0.689
3 N 1.57260 -0.14593 -0.24582  -1.051
4 H 1.60708 0.72922 -0.81630  0.354
5 H 0.72850 -0.06404 0.38337  0.349
6 H 2.25579 -0.02447 0.44795  0.347

b.
H3NOS | wB97M-V/def2-TZVPD

Calculated values
* orbital gap: 9.389 eV
* charge: 0
* structure (SMILES): NSO
* E_HOMO: -8.62 eV

Last column: natural (NBO) charge in e.
Geometry (Å):
1 N -0.22684 -0.02478 -0.75930  -1.010
2 S -0.75852 0.43786 0.79685  0.623
3 O 0.75531 0.28335 1.46630  -0.854
4 H -0.30260 0.70643 -1.42068  0.383
5 H -0.55150 -0.91251 -1.06131  0.378
6 H 1.08414 -0.49034 0.97814  0.481

c.
H3NOS | wB97M-V/def2-TZVPD

Calculated values
* orbital gap (spin up / spin down): 8.684 / 9.401 eV
* charge: 0
* E_HOMO (spin up / spin down): -8.15 / -9.90 eV

Last column: natural (NBO) charge in e.
Geometry (Å):
1 N 0.72436 0.73135 -0.17207  -1.040
2 O -1.26879 -0.80690 -0.22861  -0.848
3 S -0.90746 0.52854 0.22800  1.105
4 H 1.09864 1.64206 0.04647  0.389
5 H 0.99657 0.40705 -1.08948  0.395
6 H -0.64332 -2.50209 1.21569  -0.002

The most stable arrangement is b, and the next structure is 0.0398 hartree less stable.

a.
C4H10S2 | wB97M-V/def2-TZVPD

Calculated values
* orbital gap: 8.806 eV
* charge: 0
* structure (SMILES): CCCSSC
* E_HOMO: -8.67 eV

Last column: natural (NBO) charge in e.
Geometry (Å):
1 C 2.32461 -0.83580 0.98941  -0.628
2 C 1.71041 0.56595 0.96743  -0.426
3 C 1.25310 0.87160 -0.45175  -0.513
4 S 0.03452 -0.25700 -1.24500  0.077
5 S -1.37944 -0.36084 0.52350  0.064
6 C -2.73905 0.50581 -0.30327  -0.751
7 H 2.44717 -1.37639 1.93139  0.215
8 H 1.69911 -1.48445 0.37358  0.217
9 H 3.30950 -0.88092 0.50903  0.203
10 H 0.84064 0.63989 1.61727  0.223
11 H 2.43583 1.31412 1.29826  0.212
12 H 0.93453 1.91073 -0.53353  0.214
13 H 2.04024 0.78086 -1.21602  0.215
14 H -3.17375 1.08400 0.51032  0.224
15 H -2.44369 1.22678 -1.06525  0.234
16 H -3.37427 -0.20423 -0.83077  0.220

b.
C4H10S2 | wB97M-V/def2-TZVPD

Calculated values
* orbital gap: 9.572 eV
* charge: 0
* structure (SMILES): CCCSSC
* E_HOMO: -8.83 eV

Last column: natural (NBO) charge in e.
Geometry (Å):
1 C 0.49504 -0.62456 2.52895  -0.615
2 C 0.19699 -1.48688 1.29046  -0.404
3 C -1.03765 -1.13015 0.41918  -0.534
4 S -1.06339 0.62234 -0.06488  0.073
5 S 0.86097 0.95677 -0.80090  0.058
6 C 0.58483 0.42963 -2.56911  -0.716
7 H 0.52541 0.43409 2.29770  0.217
8 H -0.31495 -0.80119 3.23423  0.201
9 H 1.41936 -1.02787 2.93368  0.214
10 H 1.09294 -1.72441 0.72381  0.211
11 H -0.13690 -2.47359 1.65000  0.198
12 H -1.04330 -1.73337 -0.48780  0.213
13 H -1.94301 -1.35125 0.97913  0.224
14 H -0.11706 1.14650 -2.97857  0.222
15 H 1.56224 0.55459 -3.03501  0.220
16 H 0.24778 -0.59617 -2.65881  0.216

c.
C4H10S2 | wB97M-V/def2-TZVPD

Calculated values
* orbital gap: 6.218 eV
* charge: 0
* E_HOMO: -7.03 eV

Last column: natural (NBO) charge in e.
Geometry (Å):
1 C 1.75012 0.71823 2.37305  -0.341
2 C 0.50954 0.20467 2.20671  -0.337
3 S 1.48991 -0.94245 -0.55993  -0.490
4 S 0.57786 0.76564 -1.22348  0.002
5 C -1.16633 0.23914 -1.45862  -0.519
6 C -1.37072 -0.88109 -2.46066  -0.629
7 H 1.41435 -0.06556 1.17975  0.305
8 H 1.89068 1.77362 2.18536  0.238
9 H 2.36878 0.30008 3.15550  0.235
10 H -0.33462 0.85488 2.01778  0.252
11 H 0.24028 -0.59572 2.88608  0.234
12 H -1.76207 1.13464 -1.63211  0.215
13 H -1.45140 -0.13917 -0.46895  0.190
14 H -1.00475 -0.49700 -3.41927  0.207
15 H -0.72286 -1.73711 -2.28204  0.231
16 H -2.42878 -1.13282 -2.49914  0.207

d.
C4H10S2 | wB97M-V/def2-TZVPD

Calculated values
* orbital gap: 9.571 eV
* charge: 0
* structure (SMILES): CS[C@H](C)CS
* E_HOMO: -8.74 eV

Last column: natural (NBO) charge in e.
Geometry (Å):
1 C 0.55624 1.03660 2.35931  -0.752
2 S 1.39467 0.54393 0.82532  0.150
3 C 0.03384 -0.46703 -0.05828  -0.286
4 C 0.81541 -1.23453 -1.13620  -0.619
5 C -0.96048 0.43861 -0.76063  -0.552
6 S -2.47829 -0.11360 -1.61337  -0.042
7 H 1.30839 0.89956 3.16637  0.230
8 H 0.27312 2.13690 2.34990  0.222
9 H -0.22039 0.33479 2.53973  0.219
10 H -0.44009 -0.98265 0.76910  0.213
11 H 1.87075 -1.56530 -0.79896  0.223
12 H 0.35600 -1.95616 -1.63003  0.211
13 H 1.06254 -0.45990 -1.83404  0.205
14 H -0.37644 1.04559 -1.45063  0.216
15 H -1.25860 1.22063 -0.07032  0.232
16 H -1.93667 -0.87745 -2.65728  0.130

The most stable arrangement is b, and the next structure is 0.0160 hartree less stable.

a.
C4H10S2 | wB97M-V/def2-TZVPD

Calculated values
* orbital gap: 9.298 eV
* charge: 0
* structure (SMILES): CCCSSC
* E_HOMO: -8.64 eV

Last column: natural (NBO) charge in e.
Geometry (Å):
1 C 0.98974 -0.08660 2.53652  -0.615
2 C 0.49675 0.98105 1.52573  -0.421
3 C 0.65564 0.36118 0.10230  -0.510
4 S -0.37310 -1.11591 -0.30673  0.061
5 S -1.95378 -0.15062 -1.37867  0.085
6 C -1.47255 -0.62389 -3.03937  -0.774
7 H 0.21642 -0.85384 2.64348  0.215
8 H 1.88406 -0.57015 2.14648  0.197
9 H 1.15159 0.34524 3.53167  0.211
10 H -0.58540 1.02858 1.65965  0.217
11 H 1.15331 1.84242 1.46644  0.214
12 H 0.45653 1.09403 -0.67130  0.224
13 H 1.67335 -0.04238 -0.04703  0.206
14 H -1.14079 0.28827 -3.52153  0.220
15 H -0.75240 -1.41475 -3.23125  0.244
16 H -2.39937 -1.08262 -3.41640  0.227

b.
C4H10S2 | wB97M-V/def2-TZVPD

Calculated values
* orbital gap: 8.795 eV
* charge: 0
* E_HOMO: -8.25 eV

Last column: natural (NBO) charge in e.
Geometry (Å):
1 C -0.69146 -0.10894 -1.29791  -0.675
2 C 1.58972 -0.71427 -0.54314  -0.676
3 C -0.55129 -0.78040 1.58171  -0.590
4 C 0.37633 0.09332 -0.27347  -0.063
5 S -1.05158 2.79643 0.31746  -0.123
6 S 0.69839 1.84852 0.10716  0.119
7 H -1.42311 0.56777 -1.35239  0.224
8 H -0.35772 -0.07865 -2.34786  0.208
9 H -1.06094 -1.02689 -1.09122  0.212
10 H 1.35180 -1.69876 -0.61343  0.224
11 H 2.46982 -0.42065 0.15102  0.222
12 H 2.13513 -0.59113 -1.48642  0.217
13 H -0.47937 -1.82547 1.55813  0.188
14 H -0.08963 -0.13748 2.41907  0.210
15 H -1.53281 -0.48445 1.27787  0.186
16 H -1.38327 2.56106 1.59342  0.118

The most stable arrangement is a, and the next structure is 0.0943 hartree less stable.

a.
C7H16O | wB97M-V/def2-TZVPD

Calculated values
* orbital gap: 9.341 eV
* charge: 0
* structure (SMILES): C/C=C/CCCC.O
* E_HOMO: -8.62 eV

Last column: natural (NBO) charge in e.
Geometry (Å):
1 C -0.79236 2.70892 -1.38425  -0.659
2 C -1.08574 1.66950 -0.37168  -0.173
3 C -0.02248 1.46771 0.49289  -0.192
4 C -0.18813 0.40534 1.55593  -0.435
5 C -0.07762 -1.12852 1.09968  -0.397
6 C 1.23136 -1.45314 0.43410  -0.412
7 C 2.38344 -1.93848 1.27376  -0.625
8 H -0.34077 3.70284 -1.21745  0.218
9 H -1.68377 2.82240 -1.93326  0.208
10 H -0.12140 2.37918 -2.06567  0.215
11 H -2.04053 1.15337 -0.35469  0.207
12 H 1.01101 1.90214 0.37863  0.204
13 H -1.07738 0.55140 2.14860  0.209
14 H 0.67565 0.55009 2.23101  0.193
15 H -0.33532 -1.71330 1.94880  0.199
16 H -0.93552 -1.39722 0.61617  0.199
17 H 1.64499 -0.54922 -0.09651  0.207
18 H 0.98519 -2.07067 -0.53867  0.201
19 H 2.59455 -2.97324 1.23338  0.214
20 H 3.23561 -1.31038 1.18705  0.212
21 H 1.98332 -2.00040 2.28426  0.208
22 O -2.26241 -0.57833 -3.11765  -0.928
23 H -2.95425 -0.85721 -2.46777  0.467
24 H -1.82743 -1.34276 -3.33665  0.462

b.
C7H16O | wB97M-V/def2-TZVPD

Calculated values
* orbital gap: 10.106 eV
* charge: 0
* structure (SMILES): CC(C)C[C@@H](C)CO
* E_HOMO: -9.18 eV

Last column: natural (NBO) charge in e.
Geometry (Å):
1 C -2.72117 0.52693 0.04280  -0.613
2 C -1.40992 -0.23004 0.21630  -0.190
3 C -1.34568 -1.43141 -0.71086  -0.621
4 C -0.09621 0.88870 -0.15064  -0.398
5 C 1.11750 0.61646 0.63583  -0.233
6 C 1.33699 -0.66365 1.41006  -0.621
7 C 2.42997 0.82642 -0.54555  -0.046
8 O 2.66583 -0.36621 -1.26123  -0.721
9 H -2.78563 1.36650 0.74291  0.207
10 H -2.81846 0.92532 -0.97328  0.200
11 H -3.59074 -0.11526 0.23597  0.205
12 H -1.34612 -0.55567 1.25808  0.195
13 H -2.18980 -2.11347 -0.54011  0.209
14 H -1.39532 -1.12323 -1.76125  0.198
15 H -0.42187 -2.00234 -0.59439  0.208
16 H -0.01082 0.88607 -1.23954  0.188
17 H -0.48965 1.87368 0.11616  0.209
18 H 1.28818 1.45752 1.31739  0.196
19 H 1.18330 -1.55898 0.80487  0.211
20 H 2.37951 -0.71754 1.74278  0.218
21 H 0.71147 -0.69984 2.30621  0.210
22 H 3.31340 1.06116 0.05223  0.169
23 H 2.27041 1.66013 -1.23641  0.157
24 H 1.92482 -0.51123 -1.86834  0.465

The most stable arrangement is b, and the next structure is 0.0506 hartree less stable.